[1]
{"formula": "C43H70F7N3O26PSi", "method": "ωB97M-V/def2-TZVPD", "max_force_ev_per_a": 3.52, "molar_mass_g_mol": 1237.07, "total_charge": -1, "lumo_ha": 0.0583, "elements": ["C", "C", "C", "C", "C", "P", "C", "C", "C", "C", "N", "C", "N", "N", "C", "C", "O", "C", "O", "C", "C", "O", "C", "C", "C", "C", "O", "Si", "C", "C", "C", "O", "H", "H", "H", "H", "H", "H", "H", "H", "H", "H", "H", "H", "H", "H", "H", "H", "H", "H", "H", "H", "H", "H", "H", "H", "H", "H", "H", "H", "H", "H", "H", "H", "H", "H", "H", "H", "H", "H", "H", "H", "H", "H", "H", "H", "H", "H", "H", "H", "H", "C", "C", "O", "C", "O", "O", "F", "H", "H", "H", "C", "C", "O", "C", "O", "O", "F", "H", "H", "H", "C", "C", "O", "C", "O", "O", "F", "H", "H", "H", "C", "C", "O", "C", "O", "O", "F", "H", "H", "H", "C", "C", "O", "C", "O", "O", "F", "H", "H", "H", "C", "C", "O", "C", "O", "O", "F", "H", "H", "H", "C", "C", "O", "C", "O", "O", "F", "H", "H", "H"], "positions_angstrom": [[6.164, 0.140, 4.140], [4.808, -0.488, 4.466], [4.498, -1.760, 3.624], [3.310, -2.487, 4.292], [2.323, -3.135, 3.308], [1.066, -1.933, 2.493], [0.109, -3.431, 1.753], [-1.173, -3.778, 2.527], [-2.428, -3.720, 1.607], [-3.327, -2.521, 1.975], [-4.123, -2.046, 0.799], [-3.450, -1.040, 0.080], [-3.798, 0.178, 0.083], [-2.323, -1.415, -0.652], [2.094, -1.774, 0.900], [2.352, -0.303, 0.496], [2.881, -0.244, -0.879], [4.188, -0.595, -0.909], [4.544, -1.688, -1.108], [5.192, 0.524, -0.641], [4.861, 1.671, -1.637], [-0.311, -0.990, 1.880], [-0.386, 0.289, 2.482], [0.720, 0.412, 3.570], [1.238, 1.816, 3.947], [0.308, 2.973, 3.603], [0.238, 3.225, 2.199], [-1.173, 3.981, 1.708], [-1.306, 5.746, 2.409], [-2.755, 3.074, 2.182], [-1.175, 4.160, -0.168], [1.724, -0.473, 3.203], [6.426, 0.797, 4.979], [6.133, 0.801, 3.268], [6.974, -0.588, 4.074], [3.988, 0.203, 4.260], [4.717, -0.794, 5.518], [4.211, -1.376, 2.641], [5.381, -2.395, 3.524], [2.822, -1.864, 5.039], [3.766, -3.311, 4.868], [1.710, -3.832, 3.898], [2.850, -3.770, 2.583], [0.362, -2.046, 3.774], [-0.212, -3.125, 0.752], [0.762, -4.296, 1.601], [-1.131, -4.797, 2.928], [-1.381, -3.104, 3.364], [-3.018, -4.634, 1.737], [-2.159, -3.673, 0.553], [-2.735, -1.677, 2.345], [-4.056, -2.870, 2.707], [-5.000, -1.681, 1.146], [-4.617, 0.336, 0.666], [-1.913, -0.551, -0.993], [-1.646, -1.763, 0.037], [1.635, -2.248, 0.027], [3.080, -2.226, 1.009], [3.053, 0.122, 1.215], [1.380, 0.181, 0.484], [5.050, 0.844, 0.394], [6.176, 0.101, -0.815], [4.727, 1.196, -2.612], [5.656, 2.412, -1.673], [3.894, 2.086, -1.357], [-0.310, 0.971, 1.624], [-1.384, 0.526, 2.888], [0.242, 0.050, 4.500], [1.332, 1.835, 5.038], [2.247, 2.001, 3.572], [-0.676, 2.859, 4.073], [0.756, 3.871, 4.058], [-0.348, 6.238, 2.228], [-2.126, 6.268, 1.915], [-1.533, 5.685, 3.477], [-2.751, 2.854, 3.256], [-2.880, 2.133, 1.640], [-3.646, 3.674, 1.976], [-0.184, 4.410, -0.561], [-1.812, 5.021, -0.434], [-1.546, 3.258, -0.663], [-3.996, 3.471, -3.779], [-2.839, 3.863, -4.660], [-2.574, 5.196, -4.254], [-2.956, 5.277, -2.945], [-2.638, 6.153, -2.210], [-3.734, 4.230, -2.592], [-3.184, 3.864, -5.972], [-4.952, 3.771, -4.198], [-4.025, 2.407, -3.565], [-1.941, 3.257, -4.524], [-9.311, 1.720, -5.066], [-8.982, 2.960, -4.277], [-7.613, 2.767, -3.960], [-7.084, 2.004, -4.964], [-5.924, 1.867, -5.164], [-8.064, 1.429, -5.705], [-9.695, 3.026, -3.129], [-9.594, 0.884, -4.426], [-10.097, 1.884, -5.799], [-9.100, 3.895, -4.830], [2.125, -2.081, -3.102], [1.846, -1.394, -4.409], [1.762, -2.478, -5.327], [1.318, -3.551, -4.596], [0.879, -4.548, -5.074], [1.435, -3.329, -3.276], [2.873, -0.588, -4.780], [3.186, -2.271, -2.949], [1.741, -1.533, -2.251], [0.914, -0.825, -4.433], [-7.689, -2.662, -7.485], [-7.341, -3.084, -6.081], [-8.138, -2.214, -5.294], [-9.237, -1.909, -6.039], [-10.227, -1.421, -5.604], [-9.050, -2.240, -7.342], [-6.038, -2.862, -5.803], [-7.081, -1.823, -7.825], [-7.605, -3.475, -8.203], [-7.591, -4.120, -5.843], [2.229, -2.186, 9.738], [3.086, -3.089, 8.887], [3.285, -2.320, 7.721], [3.227, -1.008, 8.099], [3.605, -0.099, 7.444], [2.679, -0.889, 9.344], [2.431, -4.230, 8.559], [1.168, -2.290, 9.506], [2.378, -2.344, 10.804], [4.053, -3.341, 9.327], [-0.579, -3.050, -8.160], [0.618, -3.551, -8.920], [0.384, -3.049, -10.227], [-0.345, -1.902, -10.080], [-0.495, -1.088, -10.929], [-0.868, -1.817, -8.829], [0.649, -4.904, -8.969], [-1.439, -3.716, -8.247], [-0.368, -2.887, -7.106], [1.575, -3.180, -8.550], [8.161, 4.428, 4.315], [8.622, 4.057, 2.928], [9.445, 2.931, 3.164], [8.960, 2.330, 4.293], [9.234, 1.232, 4.632], [8.120, 3.158, 4.967], [9.371, 5.043, 2.371], [8.876, 5.077, 4.825], [7.183, 4.902, 4.323], [7.817, 3.782, 2.243]], "lowdin_charge": [-0.111, -0.253, -0.198, -0.259, -0.292, 0.627, -0.273, -0.244, -0.197, -0.189, 0.012, -0.585, 0.113, 0.122, -0.194, -0.147, -0.071, -0.563, 0.154, -0.126, -0.075, -0.330, -0.212, -0.376, -0.102, -0.272, -0.220, 0.432, -0.164, -0.162, -0.151, -0.277, 0.059, 0.061, 0.070, 0.092, 0.080, 0.082, 0.105, 0.083, 0.098, 0.070, 0.073, 0.057, 0.043, 0.077, 0.093, 0.078, 0.096, 0.085, 0.102, 0.111, 0.096, 0.035, 0.079, 0.052, 0.080, 0.067, 0.108, 0.110, 0.106, 0.112, 0.074, 0.066, 0.074, 0.097, 0.108, 0.128, 0.114, 0.116, 0.106, 0.115, 0.029, 0.027, 0.023, 0.023, 0.001, 0.035, 0.036, 0.015, 0.029, -0.060, -0.307, 0.132, -0.557, 0.155, 0.077, 0.073, 0.122, 0.140, 0.175, -0.059, -0.312, 0.135, -0.527, 0.174, 0.074, 0.080, 0.138, 0.144, 0.174, -0.043, -0.301, 0.106, -0.556, 0.161, 0.096, 0.071, 0.135, 0.122, 0.174, -0.051, -0.316, 0.137, -0.547, 0.166, 0.073, 0.087, 0.148, 0.140, 0.175, -0.064, -0.320, 0.128, -0.529, 0.186, 0.067, 0.076, 0.145, 0.136, 0.172, -0.051, -0.313, 0.128, -0.548, 0.173, 0.073, 0.077, 0.147, 0.125, 0.175, -0.059, -0.318, 0.131, -0.553, 0.183, 0.067, 0.068, 0.143, 0.141, 0.174]}

---

[2]
{"formula": "C3H9NO2", "method": "ωB97M-V/def2-TZVPD", "max_force_ev_per_a": 1.38, "smiles": "CC(N)=O.CO", "molar_mass_g_mol": 91.11, "lumo_ha": 0.0262, "e_above_lowest_ev": 1.107, "elements": ["C", "C", "O", "N", "H", "H", "H", "H", "H", "C", "O", "H", "H", "H", "H"], "positions_angstrom": [[0.179, -0.462, -1.896], [-0.987, -0.782, -1.031], [-1.481, -1.885, -0.992], [-1.491, 0.298, -0.304], [-2.442, 0.386, -0.006], [-0.865, 0.905, 0.192], [-0.161, -0.524, -2.932], [0.967, -1.184, -1.711], [0.533, 0.562, -1.793], [1.723, 1.495, 2.420], [1.370, 0.798, 1.206], [1.253, -0.111, 1.436], [1.958, 2.505, 2.092], [0.887, 1.513, 3.124], [2.581, 1.007, 2.882]], "lowdin_charge": [-0.023, -0.591, 0.051, 0.134, 0.089, 0.064, 0.091, 0.084, 0.074, -0.128, -0.137, 0.059, 0.079, 0.077, 0.076]}

---

[3]
{"formula": "C12H13N", "method": "ωB97M-V/def2-TZVPD", "max_force_ev_per_a": 4.38, "smiles": "C=C=C(C#N)CC.c1ccccc1", "molar_mass_g_mol": 171.24, "lumo_ha": 0.0278, "e_above_lowest_ev": 3.626, "elements": ["C", "C", "C", "C", "C", "C", "C", "C", "C", "C", "C", "C", "N", "H", "H", "H", "H", "H", "H", "H", "H", "H", "H", "H", "H", "H"], "positions_angstrom": [[-0.713, -1.616, -0.669], [2.254, -0.275, 0.093], [1.941, 1.078, 0.294], [1.866, -1.183, 1.082], [1.216, 1.494, 1.417], [1.343, -0.751, 2.324], [1.014, 0.593, 2.461], [0.301, -0.213, -3.393], [-0.303, -0.153, -2.284], [-3.094, 0.100, 0.235], [-1.781, 0.703, -0.434], [-0.976, -0.338, -1.167], [-0.458, -2.694, -0.304], [2.853, -0.629, -0.773], [2.317, 1.684, -0.566], [2.165, -2.238, 1.010], [1.056, 2.547, 1.667], [1.157, -1.301, 3.272], [1.256, 0.245, -3.734], [-0.256, -0.294, -4.332], [0.427, 0.924, 3.392], [-3.765, 0.822, 0.621], [-3.580, -0.309, -0.602], [-2.878, -0.679, 0.965], [-2.109, 1.489, -0.992], [-1.253, 0.994, 0.416]], "lowdin_charge": [-0.212, -0.113, -0.106, -0.119, -0.123, -0.093, -0.129, 0.032, -0.048, -0.059, -0.145, -0.237, 0.184, 0.116, 0.112, 0.102, 0.102, 0.112, 0.084, 0.076, 0.126, 0.056, 0.052, 0.077, 0.084, 0.067]}

---

[4]
{"formula": "H5N5", "method": "ωB97M-V/def2-TZVPD", "max_force_ev_per_a": 5.38, "smiles": "Nn1[nH]n1N", "molar_mass_g_mol": 75.07, "lumo_ha": 0.0457, "e_above_lowest_ev": 2.691, "elements": ["N", "N", "N", "N", "N", "H", "H", "H", "H", "H"], "positions_angstrom": [[0.480, 0.571, 0.769], [0.099, -0.687, 0.305], [0.024, 0.502, -0.600], [-1.105, -1.162, 0.761], [0.987, 0.599, -1.536], [-0.266, 1.021, 1.286], [-0.911, -1.228, 1.747], [-1.800, -0.140, 0.806], [0.627, 0.267, -2.360], [1.864, 0.257, -1.178]], "lowdin_charge": [-0.003, -0.247, -0.175, -0.012, 0.041, 0.067, 0.042, 0.157, 0.049, 0.079]}

---

[5]
{"formula": "C4H6Br4", "method": "ωB97M-V/def2-TZVPD", "max_force_ev_per_a": 3.49, "molar_mass_g_mol": 373.71, "lumo_ha": [-0.0328, -0.0357], "e_above_lowest_ev": 3.619, "elements": ["C", "C", "C", "C", "Br", "Br", "Br", "Br", "H", "H", "H", "H", "H", "H"], "positions_angstrom": [[-1.944, 0.402, 0.776], [1.838, -0.788, -0.399], [1.297, 0.443, 0.110], [-1.148, 0.096, -0.459], [3.742, -0.960, 0.034], [1.585, 1.990, -0.713], [-1.308, -1.813, -0.982], [-1.611, 1.315, -1.802], [-3.057, 0.121, 0.692], [-1.655, -0.220, 1.699], [-2.046, 1.442, 1.154], [1.399, -1.568, 0.139], [1.571, -0.915, -1.429], [1.339, 0.454, 1.180]], "lowdin_charge": [-0.321, -0.758, -0.810, -1.194, 0.634, 0.793, 0.610, 0.672, 0.090, 0.092, 0.073, 0.008, 0.054, 0.056]}

---

[6]
{"formula": "C3H4P2", "method": "ωB97M-V/def2-TZVPD", "max_force_ev_per_a": 4.26, "molar_mass_g_mol": 102.01, "lumo_ha": [-0.0915, -0.0930], "e_above_lowest_ev": 7.135, "elements": ["C", "C", "C", "P", "P", "H", "H", "H", "H"], "positions_angstrom": [[0.814, -0.296, 0.135], [-0.464, -0.644, 0.266], [-0.216, 0.794, 0.407], [3.642, -0.661, -0.217], [-1.454, -1.851, -0.468], [0.095, 1.211, 1.293], [-0.605, 1.474, -0.291], [3.211, -1.925, 0.299], [-2.433, -0.908, -0.724]], "lowdin_charge": [-0.110, -0.702, -0.148, 0.367, 0.955, 0.068, 0.083, -0.366, -0.146]}

---

Number 1: E -139623.37013 eV. Number 2: E -8841.84838 eV. Number 3: E -14141.45862 eV. Number 4: E -7525.90460 eV. Number 5: E -284411.99078 eV. Number 6: E -21744.08991 eV.